# C4H7NO2

An isolated molecule of C4H7NO2 (ωB97M-V/def2-TZVPD, OMol25).

```
14
Properties=species:S:1:pos:R:3:forces:R:3
N -0.252010 1.914284 1.044505 -0.083 0.037 0.069
C -0.845709 1.011750 0.213624 -0.102 -0.097 -0.002
O -2.010987 0.682940 0.357433 0.327 0.140 0.067
C -0.004960 0.404170 -0.901023 -0.013 -0.030 -0.108
C 0.834847 -0.786454 -0.458171 0.094 0.169 0.098
C 0.189092 -1.918660 0.206121 -0.133 -0.092 0.228
O 0.594373 -2.000584 -1.155477 -0.021 -0.078 -0.149
H -0.839196 2.325306 1.755648 0.163 -0.070 -0.068
H 0.702653 2.222925 0.964035 -0.166 -0.123 -0.132
H 0.612681 1.151075 -1.412278 -0.075 -0.067 0.145
H -0.744674 0.022233 -1.605726 0.134 0.040 -0.066
H 1.898133 -0.619777 -0.273929 -0.239 0.105 0.063
H -0.888917 -1.866689 0.367395 0.213 -0.054 -0.028
H 0.754676 -2.542519 0.897843 -0.099 0.120 -0.116
```
Positions in Å, forces in eV/Å.

HOMO   -9.9 eV
SMILES   NC(=O)C[C@H]1CO1
Relative energy (zero: lowest compared OMol25 entry of this formula, charge and spin)   143.00 kJ/mol

# C24H50ClO9P

A cluster of 9 separate species, C24H50ClO9P in total (ωB97M-V/def2-TZVPD, OMol25).

```
85
Properties=species:S:1:pos:R:3:forces:R:3
C 0.218606 1.464871 -3.700468 0.091 -0.071 0.233
C 0.683714 2.240572 -2.494326 0.001 0.003 0.055
C 0.606066 3.745805 -2.578619 0.063 -0.023 0.141
O 1.089700 1.687265 -1.496338 -0.017 -0.016 -0.149
H 0.319341 0.398725 -3.509263 -0.009 0.009 -0.025
H -0.824970 1.697303 -3.914824 0.011 0.043 -0.075
H 0.813978 1.736294 -4.573517 -0.074 0.055 -0.041
H -0.424949 4.056407 -2.758248 0.012 0.004 -0.074
H 1.216332 4.105688 -3.408992 -0.061 0.008 -0.045
H 0.960299 4.184306 -1.647929 -0.007 -0.011 -0.008
C -1.440338 1.905213 0.323855 -0.145 0.116 -0.017
C -2.601128 1.790983 1.276740 -0.021 0.077 0.000
C -2.502942 0.719698 2.337016 -0.144 0.066 0.036
O -3.569065 2.514698 1.196963 0.053 -0.049 0.021
H -1.630401 2.705470 -0.388566 -0.007 -0.004 0.014
H -0.519185 2.124070 0.866717 0.035 -0.078 -0.022
H -1.304205 0.965643 -0.214587 0.098 -0.020 0.057
H -1.625258 0.894153 2.961680 0.046 -0.053 -0.045
H -2.401728 -0.262267 1.870495 0.077 0.002 0.009
H -3.396898 0.733873 2.956864 0.011 0.002 -0.007
C -7.643419 -1.147779 0.204301 0.148 -0.181 0.034
C -6.138987 -1.209298 0.119272 0.009 -0.008 -0.002
C -5.411341 0.108752 0.010484 0.101 -0.209 -0.010
O -5.540570 -2.262983 0.137136 -0.035 0.069 -0.005
H -8.052820 -2.150766 0.280213 -0.017 0.014 -0.007
H -7.944963 -0.567646 1.078206 -0.026 0.069 -0.051
H -8.056751 -0.662479 -0.680138 -0.029 0.066 0.040
H -5.623113 0.736634 0.876551 -0.036 0.079 -0.062
H -5.731850 0.642119 -0.886147 -0.057 0.078 0.063
H -4.340294 -0.071975 -0.045338 -0.012 0.001 -0.014
C 4.598225 3.544454 2.268123 -0.203 0.242 0.057
C 3.228993 3.151065 1.777232 -0.042 -0.001 -0.022
C 3.132019 1.849638 1.018492 -0.174 0.046 0.102
O 2.249616 3.835719 1.981367 0.070 -0.047 0.000
H 4.539617 4.496142 2.793023 -0.007 -0.008 -0.022
H 4.992362 2.781249 2.936418 0.099 -0.049 -0.065
H 5.284903 3.636088 1.424990 0.050 -0.097 0.023
H 3.474681 1.026808 1.649667 0.108 0.019 -0.036
H 3.761145 1.884900 0.127698 0.059 -0.047 0.035
H 2.104280 1.680349 0.713355 0.018 -0.019 -0.045
C -11.769229 -3.761069 -0.358274 0.115 0.056 0.074
C -11.500923 -2.428921 -1.016826 0.034 0.022 0.017
C -12.416269 -2.037904 -2.152558 0.097 0.113 0.011
O -10.597681 -1.711917 -0.652579 -0.116 -0.051 -0.045
H -11.048515 -3.927921 0.438727 -0.007 0.004 -0.010
H -12.779058 -3.777608 0.055294 -0.025 -0.035 -0.057
H -11.690822 -4.564189 -1.093045 -0.070 -0.002 -0.009
H -13.448903 -1.993385 -1.802308 -0.014 -0.065 -0.025
H -12.361172 -2.780368 -2.950542 -0.059 -0.032 0.023
H -12.123430 -1.065419 -2.541079 -0.002 -0.011 0.006
C 7.680710 -0.775912 2.761816 -0.053 0.099 -0.095
C 7.361516 0.364113 3.699687 -0.025 0.045 -0.014
C 7.741119 0.174644 5.144496 -0.095 0.141 -0.011
O 6.830621 1.377533 3.301788 0.058 -0.136 0.037
H 7.363198 -0.522288 1.752932 0.002 -0.001 0.013
H 8.754229 -0.971946 2.768260 -0.008 -0.051 0.049
H 7.167913 -1.682588 3.087791 0.060 -0.025 0.033
H 8.817299 0.017719 5.227111 -0.038 -0.066 0.025
H 7.222587 -0.694285 5.555233 0.065 -0.049 -0.022
H 7.466944 1.061575 5.711441 0.004 -0.012 -0.003
C 12.121527 0.171730 7.533399 -0.101 -0.066 -0.092
C 11.633575 1.276318 6.627360 -0.026 0.012 -0.031
C 12.216290 2.649280 6.855961 -0.095 0.020 -0.115
O 10.814615 1.072147 5.760172 0.115 -0.005 0.065
H 11.631068 -0.762799 7.271242 0.006 0.012 0.002
H 13.201946 0.055700 7.432877 0.012 0.039 0.059
H 11.902848 0.417770 8.573856 0.067 0.024 0.011
H 13.300131 2.620827 6.731452 0.010 -0.005 0.071
H 12.000842 2.982272 7.872669 0.065 -0.020 0.023
H 11.787674 3.352206 6.145777 0.003 -0.011 0.008
C -1.808169 -5.266910 -7.949645 -0.083 0.089 -0.081
C -2.131882 -4.142826 -6.996158 -0.003 0.061 0.013
C -1.571244 -4.252028 -5.599477 -0.074 0.124 0.001
O -2.806790 -3.197482 -7.336209 0.021 -0.111 -0.008
H -2.265279 -5.071326 -8.916641 0.004 0.001 0.012
H -0.727043 -5.355059 -8.069303 0.003 -0.053 0.048
H -2.183446 -6.212097 -7.553670 0.065 -0.018 0.025
H -0.481885 -4.305039 -5.637759 -0.001 -0.070 0.006
H -1.938129 -5.160314 -5.118341 0.060 -0.034 -0.014
H -1.870176 -3.385832 -5.013683 0.005 -0.008 -0.009
O -3.664327 0.870644 -5.278312 0.017 0.015 -0.001
P -3.298957 0.437263 -6.830628 -0.007 0.122 -0.048
Cl -1.256811 0.641185 -6.647389 0.035 -0.105 -0.143
H -4.519030 0.527185 -5.001593 -0.123 -0.031 0.086
H -3.306188 -0.972446 -6.682884 0.065 -0.003 0.045
```
Positions in Å, forces in eV/Å.

HOMO   -8.9 eV
SMILES   CC(C)=O.CC(C)=O.CC(C)=O.CC(C)=O.CC(C)=O.CC(C)=O.CC(C)=O.CC(C)=O.OPCl

# C2H5BO2

An isolated molecule of C2H5BO2 at a distorted geometry (ωB97M-V/def2-TZVPD, OMol25).

```
10
Properties=species:S:1:pos:R:3:forces:R:3
C -0.663102 0.881602 -1.302007 2.902 -3.496 3.268
C 0.337804 0.022567 -0.872313 -1.999 2.214 -0.301
B 0.346260 -0.561666 0.557174 -2.551 2.391 1.867
O 1.215606 -1.533665 0.823529 1.229 0.588 -2.983
O -0.480669 -0.020666 1.765529 0.739 -0.515 -5.257
H -0.728819 1.325697 -2.211755 -0.026 1.228 -2.572
H -1.411235 1.038097 -0.571335 -0.983 0.389 0.370
H 1.249960 -0.180081 -1.411031 -0.098 -0.086 -0.680
H 1.067177 -1.933918 1.616447 -0.303 -1.957 3.477
H 0.082115 -0.403032 2.380424 1.090 -0.757 2.812
```
Positions in Å, forces in eV/Å.

HOMO   -10.1 eV
SMILES   C=CB(O)O
Relative energy (zero: lowest compared OMol25 entry of this formula, charge and spin)   94.35 kJ/mol